# C18H21N2O6PTc

A molecular structure, C18H21N2O6PTc (the ωB97M-V functional and the def2-TZVPD basis, the Open Molecules 2025 dataset).

Geometry (Å):
Tc 0.392 -0.022 0.010
C 3.514 -2.625 -1.209
O 3.546 -3.485 -0.071
C 2.667 -3.435 0.935
C 2.845 -4.429 1.911
C 2.028 -4.536 3.029
C 1.002 -3.645 3.211
C 0.784 -2.616 2.270
C -0.306 -1.761 2.477
N -0.653 -0.744 1.691
N -1.799 -0.163 1.972
C -2.062 0.827 1.099
O -1.202 1.006 0.134
C -3.230 1.634 1.246
C -3.441 2.719 0.375
C -4.563 3.498 0.526
C -5.483 3.209 1.537
C -5.290 2.122 2.387
C -4.169 1.335 2.252
C 1.631 -2.504 1.117
O 1.380 -1.516 0.251
H 4.320 -2.969 -1.848
H 3.697 -1.589 -0.920
H 2.570 -2.712 -1.746
H 3.655 -5.130 1.755
H 2.199 -5.323 3.749
H 0.355 -3.722 4.075
H -0.954 -1.951 3.329
H -2.714 2.938 -0.395
H -4.733 4.335 -0.137
H -6.352 3.840 1.661
H -6.022 1.897 3.150
H -3.996 0.487 2.900
C 3.828 1.477 -2.537
O 2.480 1.232 -2.987
P 1.221 0.931 -2.078
O 0.091 0.996 -3.177
C -0.446 -0.149 -3.876
O 0.946 2.243 -1.186
C 0.466 3.497 -1.743
H 4.233 2.254 -3.179
H 4.422 0.574 -2.656
H 3.851 1.821 -1.503
H -1.168 0.243 -4.583
H -0.943 -0.824 -3.179
H 0.336 -0.675 -4.421
H 0.454 4.216 -0.931
H -0.531 3.366 -2.157
H 1.142 3.830 -2.528

- HOMO-LUMO gap (alpha / beta): 0.240 / 0.189 Ha
- Maximum force: 1.23 eV Å⁻¹
- Multiplicity: 4
- Charge: +2
- HOMO (alpha / beta): -14.58 / -14.68 eV

Formally, the Löwdin partial charges of the atoms, in units of the elementary charge, are as follows:
1. Tc 1.4710
2. C -0.0315
3. O -0.0272
4. C -0.1842
5. C 0.0975
6. C -0.0126
7. C 0.0194
8. C -0.1163
9. C 0.0273
10. N -0.1112
11. N 0.1362
12. C -0.3204
13. O -0.2017
14. C -0.1399
15. C 0.0144
16. C -0.0270
17. C 0.0016
18. C -0.0263
19. C 0.0185
20. C -0.1802
21. O -0.2875
22. H 0.1101
23. H 0.0865
24. H 0.0978
25. H 0.1502
26. H 0.1325
27. H 0.1354
28. H 0.1535
29. H 0.1164
30. H 0.1234
31. H 0.1281
32. H 0.1247
33. H 0.1218
34. C -0.0569
35. O -0.2655
36. P 0.6345
37. O -0.2945
38. C -0.0561
39. O -0.3800
40. C -0.0412
41. H 0.1039
42. H 0.0899
43. H 0.0904
44. H 0.1024
45. H 0.0829
46. H 0.0971
47. H 0.1012
48. H 0.0890
49. H 0.1025